# 1
{"formula": "C41H41FP2V", "method": "the ωB97M-V functional and the def2-TZVPD basis", "symbols": ["V", "C", "C", "C", "C", "C", "C", "C", "C", "C", "H", "H", "H", "H", "H", "H", "H", "H", "H", "H", "H", "H", "H", "H", "H", "P", "P", "C", "C", "C", "C", "C", "C", "C", "C", "C", "C", "C", "C", "C", "C", "C", "C", "C", "C", "C", "C", "C", "C", "C", "C", "C", "C", "H", "H", "H", "H", "H", "H", "H", "H", "H", "H", "H", "H", "H", "H", "H", "H", "H", "H", "H", "H", "H", "H", "F", "C", "C", "C", "C", "C", "C", "H", "H", "H", "H"], "xyz": [[1.921, -0.762, -0.261], [4.766, -2.983, -2.158], [3.836, -2.837, -3.094], [3.415, -3.929, -4.042], [3.138, -5.311, -3.409], [2.633, -5.287, -1.998], [3.393, -5.229, -0.893], [4.882, -5.206, -0.881], [5.525, -4.255, -1.917], [-0.573, -0.983, 0.784], [5.206, -2.131, -1.634], [3.481, -1.848, -3.394], [4.212, -4.055, -4.797], [2.519, -3.600, -4.589], [2.361, -5.796, -4.023], [4.042, -5.935, -3.492], [1.573, -5.539, -1.923], [2.956, -5.497, 0.060], [5.251, -6.227, -1.093], [5.234, -4.949, 0.131], [6.530, -3.992, -1.552], [5.644, -4.792, -2.869], [0.353, -0.379, 0.895], [-1.095, -0.976, 1.755], [-1.259, -0.531, 0.064], [1.388, -0.493, -2.414], [-0.254, -2.675, 0.338], [0.800, -2.172, -2.369], [0.624, -2.922, -1.195], [1.051, 0.329, -3.931], [1.362, -0.325, -5.139], [1.119, 0.331, -6.342], [0.549, 1.611, -6.340], [0.240, 2.263, -5.136], [0.505, 1.634, -3.927], [3.267, -0.345, -1.800], [3.877, -0.833, -0.528], [4.917, -0.100, 0.066], [5.550, 0.898, -0.654], [5.102, 1.237, -1.933], [3.953, 0.681, -2.487], [-1.863, -3.451, 0.165], [-2.728, -2.932, -0.815], [-3.998, -3.487, -0.959], [-4.382, -4.566, -0.153], [-3.498, -5.099, 0.792], [-2.229, -4.545, 0.958], [0.681, -3.385, 1.709], [0.868, -2.665, 2.907], [1.698, -3.179, 3.901], [2.378, -4.385, 3.703], [2.201, -5.095, 2.508], [1.324, -4.617, 1.534], [0.604, -2.632, -3.343], [0.778, -3.994, -1.315], [1.800, -1.325, -5.109], [1.379, -0.161, -7.281], [0.344, 2.111, -7.288], [-0.201, 3.262, -5.142], [0.312, 2.122, -2.972], [3.620, -1.877, -0.195], [5.205, -0.333, 1.087], [6.398, 1.439, -0.236], [5.663, 1.961, -2.518], [3.577, 1.042, -3.445], [-2.399, -2.105, -1.447], [-4.683, -3.072, -1.695], [-5.374, -4.998, -0.272], [-3.793, -5.943, 1.410], [-1.521, -4.935, 1.689], [0.365, -1.713, 3.055], [1.812, -2.637, 4.843], [3.034, -4.784, 4.480], [2.742, -6.030, 2.341], [1.139, -5.193, 0.621], [-0.168, 5.463, 0.311], [0.273, 4.172, 0.141], [1.587, 3.838, 0.441], [2.016, 2.504, 0.289], [1.163, 1.504, -0.153], [-0.121, 1.906, -0.515], [-0.592, 3.207, -0.331], [2.259, 4.604, 0.800], [3.061, 2.282, 0.525], [-0.820, 1.198, -0.974], [-1.619, 3.464, -0.560]], "atomic_forces_ev_per_a": [[-2.020, 2.557, 0.595], [1.012, 0.209, -0.313], [0.546, 0.117, -0.942], [-0.066, -0.004, -0.113], [-0.150, -0.090, -0.482], [0.362, -0.806, 0.578], [-0.575, -1.203, -0.811], [0.586, 0.183, -0.006], [0.145, -0.327, 0.056], [-0.425, -0.091, 0.289], [-0.478, -0.273, -0.405], [0.203, -0.510, 0.434], [-0.256, 0.065, 0.110], [0.218, -0.065, 0.165], [0.378, 0.025, 0.157], [-0.300, 0.120, 0.149], [0.234, 0.235, 0.259], [-0.075, 0.398, -0.145], [-0.081, 0.235, 0.215], [-0.102, -0.042, -0.294], [-0.250, -0.151, -0.251], [0.116, 0.147, 0.268], [-0.534, 0.381, 0.090], [0.270, -0.006, -0.270], [0.379, 0.012, 0.021], [-0.986, -2.424, 2.148], [0.806, -0.238, -1.989], [-0.383, 1.726, -2.535], [0.073, 0.123, 2.202], [0.280, 0.406, -1.086], [-0.185, 0.613, 0.162], [-0.088, 0.028, -0.022], [-0.027, 0.036, 0.184], [0.109, -0.249, -0.360], [0.332, -0.676, -0.020], [0.158, 0.953, 0.083], [-0.501, 0.298, -0.768], [0.464, 0.049, -0.412], [-0.083, -0.102, 0.519], [-0.262, -0.005, -0.880], [0.514, 0.020, 0.812], [-0.359, -0.213, 0.554], [-0.105, -0.282, 0.306], [0.254, -0.060, 0.178], [0.269, 0.005, 0.086], [-0.093, 0.072, -0.196], [-0.280, 0.304, -0.353], [0.066, -0.129, 0.452], [0.021, -0.430, -0.330], [0.068, -0.093, 0.104], [-0.160, 0.007, -0.300], [-0.211, 0.089, 0.158], [-0.085, 0.004, 0.189], [0.386, -0.472, 0.203], [-0.159, 0.253, 0.278], [-0.110, 0.282, -0.089], [-0.146, 0.212, 0.234], [0.089, -0.146, 0.259], [0.154, -0.295, -0.047], [0.027, -0.081, -0.251], [0.457, 0.089, 0.266], [0.249, -0.173, -0.218], [-0.239, -0.116, 0.040], [-0.122, 0.018, 0.139], [0.160, -0.085, 0.208], [-0.104, -0.223, 0.132], [0.109, -0.147, 0.143], [0.210, 0.085, 0.052], [-0.030, 0.124, -0.145], [-0.291, 0.047, -0.103], [0.165, -0.183, 0.066], [0.003, -0.155, -0.349], [-0.186, 0.181, -0.260], [-0.227, 0.276, 0.096], [0.108, 0.269, 0.402], [0.233, -0.652, -0.056], [0.436, -0.060, 0.184], [-0.050, -0.081, -0.112], [-0.028, 1.098, 0.268], [0.780, -1.629, 0.312], [-0.307, 0.282, 0.203], [-0.224, 0.018, -0.245], [0.062, 0.094, 0.002], [-0.296, 0.037, 0.037], [0.144, 0.090, 0.197], [0.002, 0.087, -0.082]], "mulliken_charge": [-1.5221, 0.0423, -0.4360, -1.1168, -1.2509, -0.1695, -0.2712, -1.0391, -0.9743, -1.3957, 0.5760, 0.7952, 0.4647, 0.0476, 0.5349, 0.2751, 0.8721, 0.2472, 0.3723, 0.3024, 0.4481, 0.3237, 0.1798, 0.6034, 0.4066, 1.6897, 1.7882, -0.3580, -0.7314, 0.2751, -0.2161, -0.7396, -0.4964, -0.7193, 0.0161, 1.3753, 0.1062, -1.0656, -0.7846, -0.7669, -1.0442, 0.3508, -0.5485, -0.7319, -0.5048, -0.6634, -0.3262, 0.4088, -0.4199, -0.7601, -0.6073, -0.6793, -0.8708, 0.6592, -0.2217, 0.2465, 0.4105, 0.3529, 0.4327, 0.3125, 0.6564, 0.4323, 0.3872, 0.3731, 0.4558, 0.3548, 0.4032, 0.3670, 0.3919, 0.3534, 0.3330, 0.4139, 0.4072, 0.4332, 0.9588, -0.3579, 0.3240, -0.7329, -0.4848, 0.4597, -0.1760, -0.8136, 0.4572, 0.2129, 0.4818, 0.4242], "homo_ha": [-0.204, -0.178], "spin_multiplicity": 4, "total_charge": 0, "gap_ev": [5.73, 4.75], "energy_ha": -3313.11174}

=====

# 2
{"formula": "C3HClF2", "method": "the ωB97M-V functional and the def2-TZVPD basis", "symbols": ["C", "C", "C", "F", "F", "Cl", "H"], "xyz": [[2.424, -0.730, 0.022], [1.268, -0.412, -0.042], [0.013, 0.314, 0.005], [-0.048, 1.021, 1.113], [-0.011, 1.093, -1.067], [-1.470, -0.748, -0.018], [3.296, -1.337, -0.020]], "atomic_forces_ev_per_a": [[-0.740, -0.886, -0.323], [0.750, -0.120, 0.479], [-0.356, -1.470, -0.392], [-0.206, 0.921, 0.613], [-0.579, 0.883, -0.385], [0.756, 0.342, -0.105], [0.376, 0.329, 0.112]], "nbo_charge": [-0.1278, -0.1234, 0.6517, -0.2926, -0.2976, -0.0532, 0.2429], "homo_ha": -0.416, "total_charge": 0, "gap_ev": 12.04, "energy_ha": -774.75792, "smiles": "C#CC(F)(F)Cl"}

=====

# 3
{"formula": "C7H11ClOSi", "method": "the ωB97M-V functional and the def2-TZVPD basis", "symbols": ["C", "C", "C", "C", "C", "C", "C", "O", "Si", "Cl", "H", "H", "H", "H", "H", "H", "H", "H", "H", "H", "H"], "xyz": [[1.439, -1.731, -0.097], [2.819, -1.423, -0.006], [0.553, -0.765, -0.224], [3.017, -0.063, -0.035], [-2.384, -0.992, -0.003], [-1.105, 1.463, -1.531], [-0.870, 1.223, 1.618], [2.084, 0.764, -0.138], [-0.966, 0.293, -0.039], [4.645, 0.543, 0.092], [1.117, -2.762, -0.103], [3.597, -2.155, 0.081], [-2.168, -1.803, 0.686], [-3.308, -0.524, 0.319], [-2.558, -1.426, -0.983], [-1.276, 0.917, -2.453], [-1.921, 2.170, -1.410], [-0.187, 2.028, -1.645], [-0.932, 0.540, 2.461], [0.074, 1.753, 1.690], [-1.671, 1.950, 1.720]], "atomic_forces_ev_per_a": [[0.473, 0.053, -0.111], [0.006, -0.094, 0.026], [0.827, 1.479, 0.116], [0.150, -0.261, 0.066], [0.630, 0.433, -0.093], [0.085, -0.474, 0.602], [0.036, -0.323, -0.653], [-1.560, -1.092, -0.102], [-0.612, 0.297, 0.109], [0.163, 0.180, -0.016], [-0.267, -0.142, 0.038], [0.083, -0.077, -0.001], [0.067, -0.107, 0.169], [-0.137, 0.169, 0.070], [0.014, -0.049, -0.208], [-0.004, -0.183, -0.094], [-0.172, 0.094, 0.121], [0.221, 0.102, 0.032], [-0.004, -0.181, 0.054], [0.188, 0.085, -0.046], [-0.187, 0.090, -0.079]], "nbo_charge": [-0.3056, -0.4649, -0.0588, 0.4170, -1.0804, -1.0882, -1.0885, -0.5682, 1.5606, -0.0227, 0.2762, 0.2374, 0.2379, 0.2429, 0.2393, 0.2408, 0.2378, 0.2554, 0.2396, 0.2554, 0.2370], "homo_ha": -0.301, "total_charge": 0, "gap_ev": 7.71, "energy_ha": -1098.19304}

=====

# 4
{"formula": "C22H33N3O4S", "method": "the ωB97M-V functional and the def2-TZVPD basis", "symbols": ["C", "O", "C", "C", "C", "C", "N", "C", "S", "N", "C", "C", "O", "N", "C", "C", "C", "C", "C", "C", "C", "C", "C", "C", "C", "O", "C", "C", "O", "C", "H", "H", "H", "H", "H", "H", "H", "H", "H", "H", "H", "H", "H", "H", "H", "H", "H", "H", "H", "H", "H", "H", "H", "H", "H", "H", "H", "H", "H", "H", "H", "H", "H"], "xyz": [[-3.404, -0.433, 3.089], [-3.724, 0.621, 2.213], [-3.109, 0.667, 0.995], [-2.142, -0.242, 0.596], [-1.580, -0.156, -0.671], [-0.541, -1.155, -1.134], [0.036, -1.943, -0.063], [0.959, -1.404, 0.764], [1.854, -2.323, 1.822], [1.092, -0.052, 0.766], [2.347, 0.566, 1.107], [3.004, 1.073, -0.177], [2.401, 1.056, -1.239], [4.253, 1.537, -0.060], [5.039, 1.619, 1.155], [6.420, 2.064, 0.672], [6.103, 2.878, -0.581], [4.964, 2.082, -1.207], [-0.248, -3.364, -0.014], [0.490, -4.147, -1.119], [-0.481, -5.251, -1.524], [-1.841, -4.564, -1.446], [-1.744, -3.712, -0.178], [-1.988, 0.846, -1.525], [-2.951, 1.784, -1.143], [-3.232, 2.692, -2.113], [-4.147, 3.745, -1.904], [-3.520, 1.703, 0.133], [-4.510, 2.588, 0.523], [-4.220, 3.394, 1.647], [-4.033, -0.282, 3.966], [-2.352, -0.405, 3.389], [-3.631, -1.407, 2.645], [-1.815, -1.018, 1.266], [0.253, -0.628, -1.681], [-1.007, -1.848, -1.838], [0.610, 0.455, 0.033], [2.970, -0.183, 1.605], [2.182, 1.404, 1.794], [5.073, 0.656, 1.670], [4.603, 2.359, 1.837], [6.954, 2.637, 1.427], [7.020, 1.193, 0.406], [6.956, 2.974, -1.249], [5.758, 3.875, -0.305], [4.281, 2.681, -1.812], [5.343, 1.263, -1.829], [0.104, -3.702, 0.965], [1.444, -4.531, -0.763], [0.685, -3.490, -1.968], [-0.267, -5.651, -2.514], [-0.437, -6.069, -0.804], [-2.667, -5.272, -1.402], [-1.987, -3.932, -2.324], [-2.369, -2.823, -0.233], [-2.071, -4.295, 0.683], [-1.566, 0.941, -2.513], [-5.135, 3.375, -1.628], [-4.200, 4.264, -2.861], [-3.794, 4.441, -1.138], [-4.130, 2.802, 2.559], [-5.060, 4.080, 1.739], [-3.297, 3.965, 1.495]], "atomic_forces_ev_per_a": [[0.081, -0.199, 0.182], [-0.076, 0.305, -0.458], [-0.012, -0.002, -0.073], [-0.099, -0.023, 0.185], [-0.263, 0.176, -0.066], [-0.046, 0.135, -0.143], [0.161, 0.457, 0.129], [-0.138, -0.009, 0.221], [0.537, -0.532, 0.521], [-0.199, 0.127, -0.460], [0.018, 0.094, -0.038], [-0.151, -0.145, 0.335], [-0.106, 0.022, -0.312], [0.209, 0.130, -0.218], [0.045, -0.064, 0.564], [-0.090, 0.078, 0.003], [-0.034, -0.163, 0.023], [-0.067, 0.127, -0.418], [0.070, -0.443, 0.064], [-0.023, -0.133, 0.153], [0.005, 0.113, -0.131], [-0.048, -0.151, 0.099], [-0.068, 0.044, -0.154], [0.006, -0.023, 0.119], [0.049, -0.135, 0.095], [0.150, -0.269, 0.112], [-0.331, 0.316, -0.059], [-0.161, 0.284, 0.145], [0.171, -0.608, -0.248], [0.077, 0.228, 0.251], [0.064, -0.050, -0.040], [-0.038, -0.018, -0.032], [0.028, 0.031, 0.003], [0.041, -0.074, 0.102], [-0.089, -0.093, 0.035], [0.068, 0.029, 0.014], [0.058, -0.059, 0.066], [-0.093, 0.223, -0.031], [0.117, -0.054, -0.011], [0.000, 0.078, 0.028], [0.081, -0.064, 0.028], [0.037, -0.053, 0.048], [0.029, -0.030, 0.020], [0.012, 0.061, -0.033], [-0.004, 0.046, -0.014], [0.094, -0.077, -0.004], [-0.030, 0.088, -0.036], [-0.104, 0.087, -0.271], [0.090, 0.088, -0.011], [0.018, 0.042, -0.056], [0.020, -0.108, 0.003], [0.003, -0.096, 0.016], [-0.080, 0.018, -0.083], [-0.020, 0.020, -0.058], [-0.080, 0.024, 0.085], [-0.039, 0.044, 0.040], [0.078, 0.040, -0.162], [0.098, 0.080, -0.051], [0.003, -0.011, 0.081], [-0.030, -0.044, -0.021], [-0.014, 0.082, -0.091], [0.060, 0.034, 0.039], [-0.050, -0.020, -0.027]], "nbo_charge": [-0.2519, -0.5135, 0.3583, -0.3650, -0.0175, -0.2591, -0.4277, 0.3296, -0.3126, -0.6045, -0.3321, 0.6758, -0.6546, -0.4240, -0.2147, -0.4057, -0.4092, -0.2132, -0.0549, -0.4165, -0.4020, -0.3996, -0.4299, -0.2936, 0.3615, -0.5086, -0.2389, 0.1134, -0.5235, -0.2505, 0.1996, 0.1830, 0.1799, 0.2324, 0.2371, 0.2284, 0.4175, 0.2648, 0.2146, 0.2116, 0.1888, 0.2198, 0.2066, 0.2204, 0.2032, 0.2248, 0.1942, 0.2588, 0.2287, 0.1980, 0.2116, 0.1972, 0.2120, 0.1920, 0.2201, 0.2128, 0.2238, 0.1915, 0.1874, 0.1715, 0.1954, 0.1899, 0.1670], "homo_ha": -0.286, "total_charge": 0, "gap_ev": 8.47, "energy_ha": -1721.51604, "smiles": "COc1cc(CN(C(=S)NCC(=O)N2CCCC2)C2CCCC2)cc(OC)c1OC"}

=====

Number 1: F_max 0.06584 hartree/bohr. Number 2: F_max 0.03038 hartree/bohr. Number 3: F_max 0.03708 hartree/bohr. Number 4: F_max 0.01786 hartree/bohr.